(1)
Here is a molecular structure, C19H24LaN3O3 from the Open Molecules 2025 dataset. Energies are from the ωB97M-V functional and the def2-TZVPD basis.

Computed properties:
Energy (a.u.): -1159.5376
Frontier orbital gap (eV): 7.2
Net charge: +2
LUMO (eV): -6.31
Highest occupied orbital energy (eV): -13.5055

Each line ends with the natural charge from an NBO analysis.
Element x y z (Å)
La 1.0123 0.9154 -0.8252  2.4448
C -1.0932 2.1272 -5.5137  -0.4254
N -1.8478 1.1947 -4.6937  -0.3515
C -3.2230 1.0139 -5.1110  -0.4258
C -1.3078 0.6546 -3.6174  0.6810
O -0.1272 0.8825 -3.2696  -0.7838
C -2.1627 -0.2845 -2.7553  -0.1585
O -1.4591 -0.4923 -1.5351  -0.5639
C -2.1259 -1.3386 -0.6031  -0.1571
C -1.3878 -1.1514 0.7266  0.6905
O -0.3195 -0.4948 0.7087  -0.7941
N -1.8670 -1.6397 1.8529  -0.3412
C -1.1758 -1.3386 3.0948  -0.4294
C -3.0431 -2.4656 2.0129  -0.4187
H -1.0019 1.7385 -6.5290  0.2307
H -0.0987 2.2719 -5.0973  0.2396
H -1.6165 3.0843 -5.5521  0.2256
H -3.2772 1.1347 -6.1917  0.2445
H -3.8653 1.7736 -4.6585  0.2233
H -3.6053 0.0280 -4.8626  0.2185
H -2.3035 -1.2406 -3.2788  0.2256
H -3.1425 0.1631 -2.5463  0.2157
H -2.0742 -2.3893 -0.9277  0.2268
H -3.1807 -1.0483 -0.5068  0.2203
H -0.3695 -0.6335 2.9016  0.2477
H -0.7616 -2.2459 3.5309  0.2247
H -1.8805 -0.9008 3.7997  0.2282
H -3.4545 -2.7809 1.0600  0.2168
H -3.8017 -1.9220 2.5788  0.2313
H -2.7758 -3.3520 2.5902  0.2365
C 3.7290 -2.7476 0.8974  -0.2473
C 3.8896 -2.4101 2.2330  -0.1115
C 3.4603 -1.1722 2.6718  -0.2262
C 2.8777 -0.2665 1.7784  0.2184
N 2.6976 -0.6298 0.4901  -0.6196
C 3.1191 -1.8245 0.0698  0.0460
C 2.5063 1.1154 2.1893  -0.0513
C 2.7558 1.5441 3.4994  -0.1900
C 2.4983 2.8423 3.8973  -0.1949
C 2.0192 3.7575 2.9807  -0.1761
C 1.7484 3.3519 1.6770  -0.2341
C 1.9529 2.0355 1.2666  -0.6358
H 4.0697 -3.6932 0.5108  0.2480
H 4.3518 -3.0955 2.9245  0.2442
H 3.5987 -0.9150 3.7067  0.2363
H 2.9831 -2.0489 -0.9842  0.1962
H 3.1646 0.8707 4.2334  0.2092
H 2.6773 3.1363 4.9201  0.2346
H 1.8513 4.7836 3.2716  0.2304
H 1.3863 4.1022 0.9842  0.2007


(2)
Here is a single C19H24N2O3 molecule from the Open Molecules 2025 dataset. Energies are from the ωB97M-V functional and the def2-TZVPD basis.

Computed properties:
Structure (SMILES): Cn1cc(CCC(=O)N2CCC3(CC2)OCCO3)c2ccccc21
Energy (a.u.): -1073.6622
Frontier orbital gap (eV): 8.6
ΔE to the lowest compared entry with this formula, charge and spin (kJ/mol): 177.5
LUMO (eV): 0.80
Highest occupied orbital energy (eV): -7.7766

Each line ends with the natural charge from an NBO analysis.
Element x y z (Å)
C -6.1352 -1.0108 -0.4569  -0.3976
N -4.7538 -0.6301 -0.4028  -0.3445
C -4.2822 0.6050 -0.0604  0.1236
C -4.9653 1.7582 0.3087  -0.2372
C -4.2185 2.8783 0.6014  -0.2187
C -2.8228 2.8611 0.5261  -0.2390
C -2.1396 1.7239 0.1610  -0.2106
C -2.8668 0.5707 -0.1349  -0.0262
C -2.5112 -0.7503 -0.5429  -0.1139
C -3.6846 -1.4334 -0.6880  -0.0082
H -3.8363 -2.4541 -0.9855  0.2082
C -1.1272 -1.2833 -0.7088  -0.4082
H -0.4575 -0.4650 -0.9774  0.2061
H -1.0993 -2.0222 -1.5117  0.2259
C -0.6427 -1.9531 0.5910  -0.4811
C 0.8174 -2.3455 0.4770  0.6897
O 1.1405 -3.4769 0.1627  -0.6396
N 1.7490 -1.3928 0.7323  -0.4447
C 1.5347 -0.0028 1.0517  -0.2155
H 0.4785 0.2072 1.2022  0.2176
C 2.0882 0.8965 -0.0567  -0.4421
H 1.5693 0.7251 -1.0001  0.2174
H 1.9775 1.9446 0.2214  0.2274
C 3.5722 0.6037 -0.2841  0.5463
C 3.7653 -0.8993 -0.5582  -0.4649
H 3.2786 -1.1386 -1.5044  0.2214
C 3.1520 -1.7157 0.5776  -0.2304
H 3.2264 -2.7841 0.3692  0.2535
H 3.6740 -1.4840 1.5128  0.1965
H 4.8282 -1.1270 -0.6457  0.2126
O 4.3155 1.0196 0.8463  -0.5403
C 5.5851 1.4356 0.3976  -0.0971
H 5.8536 2.3424 0.9437  0.1910
C 5.4025 1.6796 -1.1160  -0.0991
H 6.0497 1.0225 -1.7097  0.1710
O 4.0439 1.3909 -1.3591  -0.5239
H 5.5814 2.7173 -1.4039  0.1915
H 6.3376 0.6613 0.5918  0.1706
H 2.0750 0.2265 1.9784  0.2063
H -1.2100 -2.8725 0.7428  0.2347
H -0.8215 -1.2998 1.4448  0.2130
H -1.0610 1.7279 0.0972  0.2025
H -2.2757 3.7632 0.7586  0.2104
H -4.7181 3.7908 0.8919  0.2114
H -6.0437 1.7776 0.3631  0.2119
H -6.2100 -2.0550 -0.7548  0.2151
H -6.6070 -0.8886 0.5218  0.2036
H -6.6768 -0.3972 -1.1819  0.2035